[1]
{"formula": "C11H7FN2O4Pt", "method": "the ωB97M-V functional and the def2-TZVPD basis", "species": ["C", "N", "C", "O", "C", "C", "C", "C", "C", "O", "N", "C", "O", "F", "C", "C", "C", "O", "H", "H", "H", "H", "H", "H", "H", "Pt"], "coordinates": [[-0.002, -0.803, -3.580], [-1.216, -1.449, -2.966], [-2.213, -0.554, -2.313], [-3.382, -0.358, -2.704], [-1.431, -0.010, -1.024], [-1.580, 1.266, -0.162], [-0.537, 1.415, 1.041], [0.567, 0.283, 1.297], [1.639, 0.454, 2.475], [2.079, -0.584, 3.042], [2.111, 1.815, 2.823], [1.901, 2.097, 4.274], [0.780, 1.989, 4.842], [3.048, 2.553, 4.999], [0.675, -1.027, 0.430], [-0.358, -1.153, -0.753], [-0.611, -2.273, -1.855], [-0.408, -3.564, -1.834], [-0.002, -0.804, -4.724], [0.194, 0.277, -3.241], [0.912, -1.443, -3.253], [-2.373, 2.047, -0.418], [-0.583, 2.346, 1.726], [1.635, 2.542, 2.264], [1.459, -1.839, 0.605], [-2.306, -3.223, -0.994]], "homo_ha": -0.6251, "total_energy_ev": -28623.0379, "charge": 2, "lumo_energy_ev": -13.2, "orbital_gap_ev": 3.769, "fmax_ev_per_a": 6.71}

***

[2]
{"formula": "C11H7FeNO4", "method": "the ωB97M-V functional and the def2-TZVPD basis", "species": ["O", "C", "N", "O", "C", "Fe", "C", "O", "C", "O", "C", "C", "C", "C", "C", "C", "C", "H", "H", "H", "H", "H", "H", "H"], "coordinates": [[-2.851, 0.622, -0.184], [-3.916, 0.786, -0.888], [-4.858, 0.748, -1.601], [5.021, 1.599, 1.489], [4.112, 0.908, 1.237], [2.481, 0.337, 1.139], [1.672, 1.120, 2.539], [0.836, 1.505, 3.258], [1.686, 1.852, 0.542], [0.919, 2.648, 0.202], [-2.142, -0.634, -0.501], [-1.354, -0.459, -1.728], [-0.016, -0.279, -1.923], [1.084, -0.432, -1.073], [1.144, -1.173, 0.146], [-0.093, -1.531, 0.848], [-1.283, -0.902, 0.739], [-2.894, -1.439, -0.669], [-1.970, -0.296, -2.612], [0.224, -0.002, -2.950], [2.035, -0.116, -1.517], [1.941, -1.941, 0.239], [0.009, -2.324, 1.602], [-1.787, -0.595, 1.667]], "multiplicity": 5, "homo_ha": [-0.2855, -0.3129], "total_energy_ev": -55579.8961, "charge": 0, "lumo_energy_ev": [-0.6, -3.1], "orbital_gap_ev": [7.135, 5.451], "fmax_ev_per_a": 6.15}

***

[3]
{"formula": "C11H7IN2O3", "method": "the ωB97M-V functional and the def2-TZVPD basis", "species": ["N", "C", "C", "I", "C", "C", "N", "C", "C", "C", "C", "C", "C", "H", "H", "H", "H", "H", "H", "H", "C", "O", "O", "O"], "coordinates": [[-2.228, -2.681, -0.384], [-2.102, -1.542, -0.470], [-1.790, -0.107, -0.620], [-3.303, 0.988, -1.648], [-1.461, 0.490, 0.802], [-2.110, -0.238, 1.935], [-2.712, -0.922, 2.634], [0.075, 0.413, 0.931], [0.782, 1.396, 0.255], [2.163, 1.391, 0.283], [2.785, 0.376, 0.998], [2.087, -0.604, 1.660], [0.693, -0.597, 1.639], [-0.820, -0.009, -1.268], [-1.757, 1.541, 0.877], [0.234, 2.155, -0.299], [2.721, 2.144, -0.266], [3.877, 0.366, 0.990], [2.585, -1.413, 2.192], [0.096, -1.351, 2.148], [0.026, -0.469, -3.124], [-1.115, -1.029, -3.217], [1.043, -0.772, -3.841], [0.230, 0.475, -2.207]], "homo_ha": 0.0255, "total_energy_ev": -28742.3756, "charge": -2, "lumo_energy_ev": 4.5, "orbital_gap_ev": 3.841, "fmax_ev_per_a": 2.21}

***

[4]
{"formula": "C11H7N2O6Sn", "method": "the ωB97M-V functional and the def2-TZVPD basis", "species": ["O", "C", "Sn", "O", "C", "C", "O", "C", "O", "C", "O", "H", "N", "C", "O", "C", "C", "C", "N", "C", "C", "H", "H", "H", "H", "H", "H"], "coordinates": [[3.679, 3.468, -0.987], [2.714, 2.875, -0.863], [0.420, 0.361, -0.244], [3.920, -0.173, 0.183], [2.777, -0.108, 0.095], [-0.203, -1.670, 0.916], [-0.407, -2.801, 0.922], [-2.257, 0.778, -0.145], [-3.366, 0.861, -0.392], [0.189, 1.182, 2.433], [-0.004, 1.439, 3.523], [-0.082, 1.794, -1.086], [-2.229, -3.996, -5.704], [-1.080, -3.268, -5.594], [-0.254, -3.214, -6.501], [-0.862, -2.514, -4.317], [-1.745, -2.482, -3.226], [-1.418, -1.737, -2.091], [-0.267, -1.020, -1.991], [0.575, -1.009, -3.058], [0.318, -1.757, -4.201], [-2.369, -4.509, -6.558], [-2.900, -4.094, -4.962], [-2.689, -3.028, -3.208], [-2.099, -1.735, -1.235], [1.479, -0.397, -2.988], [1.054, -1.734, -5.003]], "homo_ha": -0.3770, "total_energy_ev": -32605.9302, "charge": 1, "lumo_energy_ev": -4.0, "orbital_gap_ev": 6.247, "fmax_ev_per_a": 6.77}

***

[5]
{"formula": "C11H7NO2S", "method": "the ωB97M-V functional and the def2-TZVPD basis", "species": ["C", "C", "C", "C", "C", "C", "C", "C", "C", "C", "C", "N", "O", "O", "S", "H", "H", "H", "H", "H", "H", "H"], "coordinates": [[0.983, 2.817, -0.653], [-2.166, -1.662, -1.984], [-2.788, -0.686, -1.222], [-0.922, -2.141, -1.612], [-2.152, -0.180, -0.102], [-0.286, -1.633, -0.493], [-0.898, -0.647, 0.267], [2.242, 1.437, 0.973], [0.619, 1.102, 0.817], [3.540, 1.224, 1.613], [-0.154, 0.005, 1.411], [0.289, 1.976, -0.096], [3.900, 0.468, 2.466], [4.210, 2.146, 0.942], [2.685, 2.733, -0.080], [-2.649, -2.042, -2.874], [-3.762, -0.311, -1.500], [-0.433, -2.905, -2.202], [-2.628, 0.589, 0.489], [0.695, -1.996, -0.218], [-0.854, 0.392, 2.157], [0.530, -0.686, 1.903]], "multiplicity": 3, "homo_ha": [-0.3051, -0.3629], "total_energy_ev": -27934.3382, "charge": 0, "lumo_energy_ev": [-1.5, -3.3], "orbital_gap_ev": [6.797, 6.618], "fmax_ev_per_a": 5.86}

***

[6]
{"formula": "C11H8BrNO2Pd", "method": "the ωB97M-V functional and the def2-TZVPD basis", "species": ["Pd", "C", "C", "C", "C", "C", "H", "H", "H", "H", "H", "Br", "C", "C", "N", "C", "C", "C", "C", "O", "O", "H", "H", "H"], "coordinates": [[-1.276, 0.356, 0.438], [1.161, 0.746, 1.004], [0.352, 1.874, 0.693], [-0.244, 2.312, 1.907], [0.244, 1.509, 2.946], [1.102, 0.546, 2.394], [1.827, 0.235, 0.315], [0.358, 2.421, -0.249], [-0.860, 3.199, 2.023], [-0.072, 1.562, 3.981], [1.583, -0.264, 2.932], [-7.589, 1.177, 0.038], [-5.789, 0.511, 0.105], [-5.165, 0.366, 1.334], [-3.935, -0.086, 1.444], [-3.229, -0.338, 0.317], [-3.837, -0.344, -0.954], [-5.140, 0.111, -1.053], [-3.121, -0.876, -2.229], [-3.882, -1.180, -3.167], [-1.879, -0.864, -2.204], [-5.687, 0.602, 2.256], [-2.318, -1.041, 0.495], [-5.616, 0.100, -2.026]], "homo_ha": 0.0048, "total_energy_ev": -90642.9466, "charge": -2, "lumo_energy_ev": 4.4, "orbital_gap_ev": 4.296, "fmax_ev_per_a": 0.83}